59
Properties=species:S:1:pos:R:3:forces:R:3:lowdin_charge:R:1 method="wB97M-V/def2-TZVPD" largest_force_ha_per_bohr=0.009 e_lumo_ha=0.0983 energy_ev=-44448.372 relative_energy_kcal_mol=0.0 e_homo_ha=-0.0892 total_charge=-1 orbital_gap_ev=5.10
Sr 0.4837 0.2751 -0.0494 -0.13 0.15 0.07 1.00
C -3.6113 -0.4796 -0.4574 0.06 0.00 -0.01 -0.18
C -2.9693 0.5742 -1.3579 -0.02 -0.03 0.10 -0.23
N -1.9535 1.3591 -0.6888 0.09 -0.02 -0.22 -0.18
C -2.4449 2.4625 0.1117 -0.01 0.03 0.04 -0.23
C -1.2919 3.4072 0.4143 -0.15 0.08 0.00 -0.27
N -0.3125 2.8234 1.3278 0.06 -0.11 0.12 -0.09
C -0.5080 3.1533 2.7351 -0.09 0.01 0.05 -0.23
C -0.8718 1.9911 3.6629 0.03 0.04 -0.01 -0.18
C 0.2211 0.9349 3.8124 -0.01 0.14 -0.17 -0.23
N 0.2180 -0.0562 2.7423 0.15 -0.42 0.02 -0.12
C -0.6816 -1.2000 2.9589 -0.15 0.09 -0.01 -0.20
C -1.9308 -1.1888 2.0794 0.19 0.03 0.04 -0.21
N -1.5728 -1.4604 0.6922 -0.23 -0.14 -0.21 -0.11
C -2.7391 -1.7000 -0.1717 0.02 0.02 0.10 -0.22
H -4.5200 -0.8461 -0.9449 -0.01 -0.02 0.00 0.11
H -3.9384 -0.0207 0.4809 -0.01 0.02 -0.02 0.10
H -3.7622 1.2178 -1.7745 -0.02 0.01 0.01 0.11
H -2.4953 0.0753 -2.2098 -0.01 -0.02 0.00 0.11
H -1.2714 1.7408 -1.3879 0.00 -0.03 0.14 -0.06
H -2.8912 2.1027 1.0513 -0.03 -0.04 -0.03 0.10
H -3.2324 3.0246 -0.4194 -0.01 0.01 0.00 0.11
H -1.6938 4.3481 0.8189 0.01 -0.01 0.01 0.11
H -0.7745 3.6153 -0.5270 0.05 -0.02 0.01 0.03
H 0.6134 3.0741 1.0011 0.00 0.10 -0.12 0.07
H -1.3086 3.8996 2.8148 0.03 0.04 0.04 0.10
H 0.3915 3.6307 3.1419 0.05 -0.03 -0.05 0.11
H -1.8007 1.5215 3.3292 0.00 -0.01 0.00 0.09
H -1.0734 2.4231 4.6496 -0.02 -0.01 0.00 0.11
H 0.1377 0.4521 4.7968 -0.02 -0.04 0.00 0.11
H 1.1917 1.4400 3.7913 0.01 0.00 0.03 0.12
H 1.1483 -0.4474 2.6284 0.00 -0.04 0.04 0.08
H -0.9911 -1.2496 4.0111 -0.01 0.04 0.00 0.11
H -0.1267 -2.1196 2.7502 0.02 0.02 -0.01 0.11
H -2.4193 -0.2131 2.1260 0.02 0.01 0.02 0.09
H -2.6446 -1.9355 2.4648 -0.01 -0.01 0.01 0.12
H -1.0261 -2.3175 0.6692 0.08 0.05 0.09 0.09
H -3.3755 -2.4794 0.2778 -0.02 -0.02 -0.03 0.11
H -2.3641 -2.0954 -1.1201 0.02 0.01 -0.01 0.11
O 1.5092 -3.9398 1.1938 0.01 0.02 -0.02 0.00
C 1.5185 -2.9080 0.5151 -0.02 0.21 0.07 -0.67
O 1.7371 -1.7189 0.8922 -0.02 -0.14 0.14 -0.18
C 1.1657 -3.0549 -0.9725 -0.19 0.24 0.08 -0.19
C 1.3245 -4.3052 -1.6108 0.01 -0.15 0.05 0.00
C 0.9741 -4.4300 -2.9180 -0.03 0.07 -0.02 -0.01
C 0.4800 -3.3021 -3.6165 0.01 0.09 0.16 -0.16
C 0.1149 -3.3472 -4.9791 -0.04 0.05 -0.11 -0.06
C -0.3186 -2.2153 -5.6133 0.02 -0.11 -0.02 -0.09
C -0.3804 -0.9928 -4.9155 0.00 0.06 0.08 -0.07
C -0.0457 -0.9165 -3.5904 -0.02 0.19 -0.06 -0.04
C 0.3693 -2.0797 -2.9052 -0.03 -0.30 -0.11 -0.20
N 0.6803 -1.9945 -1.5748 0.27 -0.12 -0.26 0.10
H 1.7033 -5.1263 -1.0189 0.00 0.00 -0.01 0.11
H 1.0709 -5.3742 -3.4430 0.01 -0.01 0.02 0.11
H 0.1950 -4.2889 -5.5110 0.00 0.00 0.00 0.10
H -0.5938 -2.2499 -6.6608 0.01 -0.01 0.00 0.09
H -0.6703 -0.0892 -5.4376 0.00 0.00 0.01 0.11
H -0.0007 0.0553 -3.0825 -0.01 -0.03 0.01 -0.02
S 0.8998 2.1743 -1.9602 0.07 0.06 -0.08 -0.51



67
Properties=species:S:1:pos:R:3:forces:R:3:lowdin_charge:R:1 method="wB97M-V/def2-TZVPD" largest_force_ha_per_bohr=0.026 smiles="CCOc1ccc2[nH]c(=O)c(CN(Cc3ccco3)[C@@H](CC)c3nnnn3Cc3ccccc3)cc2c1" e_lumo_ha=0.0101 energy_ev=-44605.269 relative_energy_kcal_mol=11.4 e_homo_ha=-0.2901 orbital_gap_ev=8.17
C -7.2405 -0.3038 0.3887 0.27 -0.26 0.18 -0.06
C -6.4652 -1.0057 1.5004 -0.27 0.32 0.00 -0.25
O -5.7902 -2.1622 1.0475 0.04 -0.23 -0.03 -0.05
C -4.6273 -2.0393 0.3550 0.21 0.04 -0.14 -0.26
C -4.0732 -3.2551 -0.0843 -0.02 0.19 0.02 0.01
C -2.8947 -3.2852 -0.7844 -0.06 0.09 0.03 0.00
C -2.2258 -2.0939 -1.0720 -0.55 0.46 0.35 -0.19
N -1.0530 -2.0834 -1.7800 0.28 -0.18 -0.15 0.18
C -0.3031 -0.9726 -2.0675 -0.29 -0.35 -0.08 -0.43
O 0.7413 -1.0888 -2.7022 0.20 0.09 -0.21 0.02
C -0.8417 0.2890 -1.5765 -0.38 0.33 0.04 -0.11
C 0.0235 1.5090 -1.7512 0.04 -0.04 -0.17 -0.10
N 0.8805 1.7888 -0.6057 -0.01 0.03 -0.13 -0.09
C 0.1642 2.3088 0.5505 0.03 0.32 -0.12 -0.11
C -0.4064 3.6549 0.2476 -0.77 -0.40 0.24 -0.27
C -1.6916 4.1117 0.1977 0.54 -0.34 0.09 -0.03
C -1.6154 5.4866 -0.1360 0.47 0.31 -0.11 -0.06
C -0.2907 5.7607 -0.2663 -0.77 0.44 -0.06 -0.12
O 0.4458 4.6628 -0.0330 0.46 -0.21 -0.01 0.06
C 1.8662 0.7576 -0.3312 0.40 0.38 -0.11 -0.23
C 3.0500 1.3401 0.4825 0.05 -0.13 0.20 -0.16
C 3.1034 0.9148 1.9471 0.08 0.10 -0.10 -0.09
C 1.2976 -0.4669 0.3091 0.20 -0.79 -0.15 -0.27
N 0.3005 -0.5398 1.1661 0.24 0.87 -0.13 0.10
N 0.1091 -1.8263 1.4216 -0.57 -0.43 0.58 -0.02
N 0.9300 -2.5475 0.7802 0.47 -1.15 -0.29 0.05
N 1.7083 -1.7361 0.0597 -0.71 1.04 0.50 -0.05
C 2.7384 -2.2432 -0.8053 0.42 -0.21 -0.40 -0.08
C 4.1129 -1.8960 -0.2975 0.05 -0.03 0.02 -0.22
C 4.4962 -2.2934 0.9780 0.06 -0.03 -0.06 -0.05
C 5.7512 -1.9706 1.4621 -0.05 -0.06 0.08 -0.08
C 6.6353 -1.2539 0.6730 0.08 0.06 -0.02 -0.08
C 6.2618 -0.8629 -0.6013 0.10 0.05 -0.02 -0.08
C 5.0030 -1.1788 -1.0838 -0.09 -0.15 0.01 -0.05
C -2.0285 0.3170 -0.9258 0.39 -0.05 -0.41 0.04
C -2.7617 -0.8716 -0.6361 0.07 -0.62 -0.12 -0.14
C -3.9681 -0.8585 0.0758 -0.21 -0.17 0.15 0.04
H -7.9534 -0.9943 -0.0548 -0.08 -0.03 -0.04 0.08
H -7.7800 0.5457 0.7984 -0.07 0.11 0.02 0.08
H -6.5712 0.0456 -0.3935 0.01 0.07 -0.08 0.07
H -7.1615 -1.3783 2.2571 0.14 0.11 -0.05 0.12
H -5.7651 -0.3161 1.9873 -0.04 -0.10 0.01 0.12
H -4.6022 -4.1641 0.1527 -0.05 -0.12 0.02 0.12
H -2.4760 -4.2255 -1.1103 0.04 -0.13 -0.02 0.12
H -0.6801 -2.9701 -2.0997 0.04 0.23 0.01 0.17
H 0.6711 1.3624 -2.6203 -0.13 0.08 0.05 0.13
H -0.5971 2.3930 -1.9130 0.01 -0.08 -0.07 0.13
H 0.8852 2.4164 1.3610 -0.07 -0.08 0.09 0.12
H -0.6338 1.6365 0.8934 0.11 0.23 0.06 0.11
H -2.5832 3.5495 0.3877 -0.14 -0.21 0.06 0.10
H -2.4328 6.1668 -0.2603 -0.11 0.21 -0.05 0.10
H 0.2344 6.6627 -0.5105 0.17 0.07 -0.02 0.12
H 2.2460 0.4501 -1.3127 -0.06 0.01 0.11 0.14
H 2.9793 2.4260 0.4096 0.02 0.00 -0.10 0.11
H 3.9848 1.0386 0.0073 -0.04 0.09 -0.01 0.09
H 3.8804 1.4761 2.4616 0.07 0.02 0.09 0.08
H 3.3455 -0.1427 2.0333 -0.03 -0.05 0.08 0.06
H 2.1578 1.0864 2.4556 -0.06 0.00 0.10 0.07
H 2.5726 -1.8453 -1.8116 -0.01 -0.14 0.18 0.11
H 2.6028 -3.3291 -0.8221 -0.04 0.17 -0.06 0.14
H 3.8058 -2.8575 1.5900 -0.08 -0.04 0.07 0.12
H 6.0391 -2.2792 2.4560 0.03 -0.03 0.08 0.11
H 7.6150 -1.0024 1.0506 0.08 0.02 0.03 0.10
H 6.9493 -0.3060 -1.2204 0.06 0.05 -0.05 0.10
H 4.7100 -0.8706 -2.0772 -0.05 0.05 -0.11 0.12
H -2.4389 1.2621 -0.6004 -0.03 0.15 0.05 0.12
H -4.3462 0.0969 0.4030 -0.10 0.09 0.05 0.11